Entry from the OMol25 dataset: a structure of composition C27H17F10N7NiOS2 (the ωB97M-V functional and the def2-TZVPD basis).

The geometry in XYZ format:
```
65
Properties=species:S:1:pos:R:3:forces:R:3
Ni -0.259 1.097 -0.596 0.247 0.221 -0.171
C 0.223 3.971 -1.626 0.085 0.049 -0.048
N 0.687 3.098 -0.547 -0.099 -0.070 0.101
C 0.221 3.614 0.750 0.089 0.031 -0.026
C 0.379 2.571 1.837 -0.041 0.094 0.074
N -0.336 1.386 1.401 0.235 -0.022 0.140
C -0.683 0.488 2.339 -0.165 0.061 -0.025
C 0.016 0.191 3.526 0.106 -0.049 0.161
F 1.211 0.785 3.779 -0.039 -0.006 -0.038
C -0.391 -0.763 4.443 -0.062 -0.022 -0.047
F 0.373 -1.003 5.525 -0.004 -0.020 0.062
C -1.537 -1.504 4.237 0.111 0.097 -0.143
F -1.926 -2.450 5.113 -0.017 -0.005 0.035
C -2.263 -1.250 3.080 0.015 0.009 0.078
F -3.397 -1.934 2.859 -0.001 -0.016 0.019
C -1.864 -0.279 2.188 -0.102 -0.227 0.076
F -2.658 -0.061 1.138 -0.070 0.103 -0.020
C 2.146 2.916 -0.602 0.027 -0.010 0.043
C 2.588 1.475 -0.340 0.024 0.121 -0.019
N 1.721 0.619 -1.121 0.056 0.027 0.106
C 2.179 -0.571 -1.529 0.002 0.074 0.009
C 1.542 -1.215 -2.619 -0.015 -0.214 -0.163
F 0.543 -0.580 -3.249 -0.025 0.039 0.067
C 1.892 -2.461 -3.084 0.027 0.056 0.080
F 1.239 -2.990 -4.128 0.001 -0.049 -0.054
C 2.943 -3.170 -2.512 -0.014 0.106 0.043
F 3.309 -4.374 -2.993 0.016 -0.034 -0.012
C 3.608 -2.586 -1.456 -0.133 0.045 -0.078
F 4.608 -3.246 -0.847 0.037 -0.051 0.029
C 3.227 -1.341 -0.979 0.064 -0.125 0.101
F 3.832 -0.949 0.181 -0.037 0.063 -0.031
H 0.730 4.949 -1.576 -0.032 -0.011 -0.001
H -0.853 4.107 -1.535 -0.010 0.040 -0.003
H 0.435 3.505 -2.588 0.022 -0.010 0.010
H -0.840 3.833 0.632 -0.013 0.039 0.006
H 0.762 4.541 1.011 0.000 -0.045 -0.024
H -0.061 2.981 2.759 0.015 -0.045 -0.053
H 1.442 2.410 2.059 0.038 -0.015 -0.016
H 2.636 3.601 0.106 0.011 0.009 -0.028
H 2.471 3.193 -1.607 -0.002 -0.067 0.006
H 2.548 1.254 0.732 0.005 0.002 0.047
H 3.643 1.393 -0.639 -0.050 -0.009 -0.005
S -3.199 3.884 -0.408 0.019 0.092 0.135
C -3.402 2.559 -1.427 -0.049 -0.300 -0.310
S -2.114 1.473 -1.949 -0.202 0.280 -0.028
C -4.657 2.260 -1.994 -0.068 0.039 0.051
C -5.792 3.087 -1.776 -0.021 -0.024 0.128
N -6.751 3.713 -1.621 -0.041 0.046 -0.058
C -4.904 1.127 -2.816 0.139 0.144 -0.069
N -5.155 0.240 -3.513 -0.062 -0.145 0.006
N 2.096 -3.360 1.712 0.065 0.015 0.030
C 1.019 -3.981 1.169 -0.121 0.031 -0.047
O 0.793 -5.165 1.358 0.026 -0.038 0.002
C 0.106 -3.136 0.334 0.095 0.027 0.039
C -0.852 -3.764 -0.454 -0.062 -0.032 -0.019
C -1.699 -2.995 -1.227 0.051 0.049 0.041
C -1.566 -1.612 -1.198 0.066 -0.174 0.040
N -0.640 -1.009 -0.454 -0.102 -0.160 -0.140
C 0.168 -1.753 0.300 -0.037 0.052 -0.050
H 2.751 -3.946 2.198 0.013 0.020 -0.004
H 2.405 -2.453 1.408 0.018 0.012 -0.012
H -0.911 -4.844 -0.435 0.002 -0.009 0.001
H -2.456 -3.445 -1.851 -0.033 -0.007 -0.017
H -2.202 -0.946 -1.772 -0.042 -0.065 -0.022
H 0.871 -1.184 0.897 0.041 -0.012 0.014
```
Forces are in eV/Å.

Output
total charge = -2
spin multiplicity = 3
electronic energy = -130643.1039 eV
highest occupied orbital energy (alpha / beta) = -1.8754 / -1.8632 eV


Entry from the OMol25 dataset: a cluster of 2 separate species, C2H6OS in total in a non-equilibrium geometry (the ωB97M-V functional and the def2-TZVPD basis).

The geometry in XYZ format:
```
10
Properties=species:S:1:pos:R:3:forces:R:3
C 0.313 0.424 -0.660 -2.072 -0.430 0.550
C -0.980 -0.110 -0.010 1.033 0.391 -1.928
O 0.438 -0.374 1.969 1.132 0.007 -2.611
S -1.295 -1.758 0.169 0.449 -0.728 0.386
H 0.701 -0.151 -1.504 -0.378 0.072 -0.102
H 0.981 0.306 0.158 1.227 0.510 0.244
H 0.111 1.466 -0.910 0.500 -0.060 -0.105
H -1.831 0.491 0.130 -0.785 0.845 0.121
H 0.239 -0.421 2.859 -0.924 -0.318 3.471
H 0.006 -2.104 0.243 -0.182 -0.289 -0.024
```
Forces are in eV/Å.

Output
total charge = 0
spin multiplicity = 3
electronic energy = -15049.2492 eV
highest occupied orbital energy (alpha / beta) = -6.8065 / -10.0538 eV


Entry from the OMol25 dataset: a cluster of 2 separate species, C9H10Si in total in a non-equilibrium geometry (the ωB97M-V functional and the def2-TZVPD basis).

The geometry in XYZ format:
```
20
Properties=species:S:1:pos:R:3:forces:R:3
C -0.397 -0.068 -2.914 0.860 0.042 -1.208
C -1.553 0.067 -2.612 0.845 0.147 0.591
Si -2.544 0.666 -1.251 -1.310 0.774 -2.884
C -4.227 0.331 -2.121 -2.676 -0.679 0.782
C -5.307 -0.215 -2.428 5.660 2.979 1.653
C -1.697 2.103 -0.459 -1.487 0.683 -1.692
C -1.573 3.298 -0.309 0.446 -1.268 0.495
H 0.587 -0.082 -3.339 -0.155 -0.246 0.192
H -2.519 -0.089 -0.159 -0.264 -2.716 2.757
H -6.106 -0.568 -2.931 -2.267 -1.117 -1.103
H -1.259 4.202 0.085 0.169 1.437 0.222
C 0.886 -0.379 -0.007 1.050 1.093 -0.671
C 2.031 0.305 0.060 -1.648 3.163 0.372
C 3.191 -0.314 0.682 1.280 -1.739 3.332
H 1.038 -1.432 0.052 -0.762 -0.859 0.435
H -0.062 0.102 -0.190 0.135 -0.322 -0.238
H 2.019 1.442 -0.072 -0.032 -1.641 0.099
H 3.561 -1.141 0.085 0.427 -0.128 0.031
H 4.031 0.202 1.224 -0.643 0.455 -1.686
H 2.789 -0.760 1.664 0.372 -0.060 -1.479
```
Forces are in eV/Å.

Output
SMILES string = C#C[SiH](C#C)C#C.C=CC
total charge = 0
electronic energy = -17364.3999 eV
highest occupied orbital energy = -9.2733 eV


Entry from the OMol25 dataset: a structure of composition C6H6FLiO6Tl in a non-equilibrium geometry (the ωB97M-V functional and the def2-TZVPD basis).

The geometry in XYZ format:
```
21
Properties=species:S:1:pos:R:3:forces:R:3
H 0.830 -0.824 1.449 3.455 -0.308 -1.185
O 2.302 0.443 0.465 -0.060 0.523 0.376
O 1.343 -0.406 -1.304 -0.140 0.395 -0.484
O 1.616 1.793 -1.197 -1.192 -6.294 -1.078
C 1.923 -0.908 0.858 -1.986 -0.084 0.629
C 1.671 -1.541 -0.503 0.502 -1.360 -0.237
C 1.790 0.697 -0.694 -0.366 -1.265 0.120
H 2.773 -1.368 1.369 -0.468 0.131 0.279
F 2.767 -2.135 -1.063 -0.662 0.677 0.606
H 0.851 -2.264 -0.540 0.076 0.218 -0.012
Tl 2.019 3.685 -0.923 1.603 7.405 0.928
H -3.032 -0.171 2.118 0.203 0.127 -0.189
O -3.200 0.648 0.180 0.567 -0.488 0.782
O -1.160 0.169 -0.400 2.991 -1.044 1.683
O -2.473 0.907 -1.970 0.236 -1.017 0.949
C -2.428 0.452 1.449 -0.894 1.148 0.526
C -1.122 -0.165 1.049 -3.383 -0.873 -3.133
C -2.355 0.556 -0.805 -1.391 2.200 -1.353
H -2.345 1.468 1.862 0.026 -0.306 0.093
H -1.250 -1.262 1.007 1.257 0.116 0.892
Li -0.522 0.225 -2.408 -0.377 0.097 -0.190
```
Forces are in eV/Å.

Output
total charge = +2
spin multiplicity = 2
electronic energy = -26201.9224 eV
highest occupied orbital energy (alpha / beta) = -17.8763 / -17.8762 eV


Entry from the OMol25 dataset: a structure of composition C11H21I2N2PPt (the ωB97M-V functional and the def2-TZVPD basis).

The geometry in XYZ format:
```
38
Properties=species:S:1:pos:R:3:forces:R:3
Pt -1.016 0.662 -1.326 0.166 -0.592 0.218
N -2.601 -0.871 -0.724 0.270 0.286 0.064
C -1.958 -2.176 -0.468 0.140 -0.166 -0.085
C -1.002 -2.483 -1.606 -0.166 -0.055 0.115
N 0.026 -1.428 -1.670 -0.146 0.437 -0.007
H -3.208 -0.607 0.045 0.014 0.048 0.033
H -3.190 -0.935 -1.552 -0.122 -0.026 0.046
H -2.695 -2.974 -0.374 -0.019 0.029 -0.006
H -1.408 -2.106 0.472 -0.037 0.022 0.027
H -1.545 -2.502 -2.553 0.045 0.022 -0.029
H -0.560 -3.469 -1.462 0.028 0.015 0.001
H 0.550 -1.477 -2.536 0.049 -0.049 -0.005
H 0.679 -1.533 -0.899 0.092 -0.058 -0.022
I -2.910 2.855 -1.491 0.305 0.031 -0.299
C -1.929 3.386 -3.322 0.004 -0.093 0.048
I -0.299 2.054 -3.738 -0.223 0.191 0.282
H -1.540 4.393 -3.234 0.034 -0.021 0.062
H -2.646 3.307 -4.131 -0.007 -0.059 0.018
C 2.061 1.872 -0.492 -0.097 -0.011 0.129
P 0.579 1.240 0.345 -0.192 0.223 -0.276
C 0.078 2.585 1.453 -0.011 -0.078 -0.055
C 1.106 -0.121 1.400 -0.053 0.003 -0.175
C 2.317 -0.776 1.162 -0.105 0.005 -0.073
C 2.729 -1.793 2.009 0.052 -0.082 0.045
C 1.942 -2.161 3.093 0.017 0.031 -0.060
C 0.728 -1.524 3.321 -0.039 -0.044 0.047
C 0.306 -0.511 2.478 -0.052 0.015 -0.112
H 2.384 1.215 -1.297 0.016 -0.015 0.017
H 2.869 1.993 0.231 0.021 0.005 -0.011
H 1.819 2.848 -0.914 -0.007 -0.020 -0.038
H 0.901 2.785 2.140 -0.015 0.011 0.016
H -0.810 2.324 2.027 0.007 -0.025 -0.014
H -0.130 3.481 0.869 -0.015 -0.020 -0.023
H 2.948 -0.492 0.328 0.037 0.029 0.047
H 3.674 -2.288 1.832 -0.006 0.001 0.007
H 2.279 -2.942 3.760 -0.020 -0.006 0.005
H 0.114 -1.812 4.164 0.013 0.005 0.006
H -0.643 -0.019 2.662 0.026 0.013 0.057
```
Forces are in eV/Å.

Output
total charge = +2
spin multiplicity = 3
electronic energy = -43450.1293 eV
highest occupied orbital energy (alpha / beta) = -14.3909 / -15.4052 eV


Entry from the OMol25 dataset: the ion C5H8N with charge +1 in a non-equilibrium geometry (the ωB97M-V functional and the def2-TZVPD basis).

The geometry in XYZ format:
```
14
Properties=species:S:1:pos:R:3:forces:R:3
C -2.599 -0.911 0.759 -1.153 3.794 -3.654
C -1.538 -0.090 -0.108 0.630 0.330 1.546
N -0.252 -0.148 0.012 -1.612 0.343 -1.267
C 0.910 0.237 -0.323 -2.237 -0.677 0.450
C 2.131 -0.090 -0.991 2.501 0.819 -1.258
C 2.002 0.979 0.151 3.382 1.760 2.008
H -3.561 -0.238 0.549 1.717 -2.119 0.518
H -2.399 -0.825 1.763 0.855 0.398 2.380
H -2.706 -1.948 0.545 -0.115 -0.632 -0.743
H -1.904 0.838 -0.677 0.404 -1.726 0.464
H 2.592 0.362 -1.950 -1.623 -0.892 1.351
H 2.612 -1.045 -0.732 -0.505 0.321 -0.080
H 2.558 0.807 1.180 -1.697 0.160 -2.039
H 2.154 2.074 -0.178 -0.547 -1.879 0.323
```
Forces are in eV/Å.

Output
SMILES string = CC=[N+]=C1CC1
total charge = +1
electronic energy = -6794.2522 eV
highest occupied orbital energy = -15.9597 eV